[1]
The following is a DFT calculation (wB97M-V/def2-TZVPD) of 16 unconnected molecules or ions with the total composition C22H11Cl60N2S.

## Properties
Relative energy (zero: lowest compared OMol25 entry of this formula, charge and spin) in kcal/mol: 0.00
Electronic energy in a.u.: -28963.65000
LUMO in eV: -4.63

```
! RIJCOSX wB97M-V def2-TZVPD def2/J DEFGRID3
* xyz 1 1
Cl 0.82 -10.21 5.29
Cl 0.87 5.60 -7.37
Cl 11.74 0.02 6.99
Cl 4.18 -1.56 -0.29
Cl -12.27 -0.56 6.26
Cl -0.59 -3.85 -0.85
Cl -2.12 4.28 -6.71
Cl -8.21 -1.89 4.43
Cl -13.30 -0.14 3.60
Cl -10.36 2.75 -7.11
Cl 0.19 -13.03 5.35
Cl -4.74 -2.10 2.99
Cl -0.71 -4.22 10.13
Cl -7.95 7.13 -4.56
Cl -15.00 0.30 5.89
Cl -8.67 3.18 -9.41
Cl 3.07 3.75 -7.07
Cl -6.88 0.65 4.04
Cl -5.72 6.01 -6.01
Cl -9.35 5.39 -7.68
Cl -2.76 1.52 -7.30
Cl 7.73 1.53 1.64
Cl -3.50 -4.89 9.81
Cl 7.98 1.01 4.46
Cl 8.06 -1.18 2.59
Cl 1.28 -3.54 4.48
Cl -4.84 -9.58 7.43
Cl 3.14 -2.11 2.81
Cl 2.13 4.48 -9.71
Cl -7.55 3.33 -6.76
Cl -9.74 0.45 3.72
Cl -3.26 -4.46 -1.72
Cl -5.12 -7.90 5.11
Cl -0.56 -11.34 7.56
Cl -5.25 7.74 -3.74
Cl -2.57 -9.11 5.72
Cl -4.62 3.61 -7.97
Cl 9.28 1.42 7.53
Cl -4.17 2.91 -5.21
Cl 11.36 2.70 6.00
Cl -2.61 -2.18 9.36
Cl -1.03 -5.98 -2.74
Cl 4.03 -0.62 -3.01
Cl -2.02 -2.99 3.38
Cl 0.62 -2.94 1.72
Cl -7.98 -0.77 1.78
Cl -3.58 -6.98 7.37
Cl 11.72 2.24 8.82
Cl 5.58 0.22 3.07
Cl 5.34 0.98 -1.00
Cl -3.60 -2.17 5.64
Cl 2.62 -4.91 2.34
Cl -12.83 2.11 5.34
Cl 0.52 2.80 -8.01
Cl -4.21 -4.62 4.28
Cl -1.41 -3.23 -3.55
Cl -1.89 -4.25 7.49
Cl 2.47 0.66 -0.93
Cl -6.29 8.83 -6.20
Cl 2.22 -11.96 7.10
S 7.56 5.07 -3.46
N 3.62 2.26 -4.44
N 2.80 2.73 -3.54
C -6.31 7.43 -5.13
C 4.00 -0.14 -1.29
C -3.42 3.09 -6.80
C -13.35 0.43 5.27
C -8.99 3.66 -7.74
C 4.33 4.57 -3.37
C -4.03 -8.39 6.41
C 0.67 -11.64 6.33
C 8.28 2.31 -4.03
C -1.58 -4.39 -2.21
C 5.15 4.04 -4.34
C 1.62 4.16 -8.06
C 3.16 3.88 -3.01
C 7.34 0.39 2.95
C 8.41 3.49 -3.07
C -2.18 -3.89 9.20
C 4.73 2.82 -4.88
C 1.91 -3.38 2.86
C 6.41 4.72 -4.80
C -3.65 -2.96 4.07
C -8.21 -0.39 3.49
C 11.03 1.60 7.34
H 5.30 2.30 -5.64
H 6.15 5.69 -5.22
H 8.11 1.40 -3.47
H 4.57 5.50 -2.88
H 7.45 2.39 -4.73
H 9.46 3.77 -2.99
H 9.19 2.16 -4.61
H 8.08 3.20 -2.07
H 2.50 4.28 -2.26
H 3.32 1.38 -4.85
H 6.86 4.15 -5.61
*
```

---

[2]
The following is a DFT calculation (wB97M-V/def2-TZVPD) of 12 unconnected molecules or ions with the total composition C57H99O26P.

## Properties
Relative energy (zero: lowest compared OMol25 entry of this formula, charge and spin) in kcal/mol: 27.36
SMILES: COP(=O)(OC)OC.Oc1ccc(O)cc1.Oc1ccc(O)cc1.Oc1ccc(O)cc1.Oc1ccc(O)cc1.Oc1ccc(O)cc1.COCCOC.COCCOC.COCCOC.COCCOC.COCCOC.COCCOC
Electronic energy in a.u.: -4528.64321
LUMO in eV: 0.22

```
! RIJCOSX wB97M-V def2-TZVPD def2/J DEFGRID3
* xyz 0 1
P 1.99 -1.18 3.86
O -0.09 -4.95 1.18
O -5.52 -5.86 -1.37
O -1.48 -2.56 -3.18
O -0.65 7.70 0.56
O 2.58 -7.39 -2.77
O -6.62 2.27 -0.19
O 2.87 -2.36 4.49
O 5.80 0.80 0.68
O 2.79 -0.67 2.58
O 2.23 -0.03 4.93
O -1.42 -7.57 -0.55
O 1.08 3.94 -3.78
O 3.93 -3.56 -0.70
O 0.84 -5.28 -3.45
O -2.62 -0.07 -3.11
O 2.23 4.58 -1.12
O -3.60 0.11 4.18
O 3.24 6.58 4.30
O -1.53 6.89 -2.06
O -5.32 0.41 1.00
O -0.95 2.12 1.10
O 0.99 -0.58 -0.45
O -3.39 6.77 0.01
O 0.60 -1.58 3.58
O -0.95 3.05 3.53
O 6.53 -3.19 -0.98
C 2.80 -4.31 -0.26
C -1.98 2.97 0.59
C 5.83 -2.27 -0.17
C -4.57 -4.99 -1.78
C 7.10 -4.25 -0.24
C -0.64 -5.22 -0.08
C -0.50 1.21 0.12
C 4.93 1.72 0.13
C 5.13 3.06 0.44
C 0.04 4.01 3.63
C 4.09 -0.11 2.68
C -4.06 -5.10 -3.09
C 3.02 -6.38 -3.63
C 0.19 2.92 -3.55
C -0.21 6.92 -1.62
C -0.92 -7.62 -1.86
C -4.19 5.65 -0.08
C 1.05 4.13 2.69
C 1.17 5.65 4.99
C 2.20 5.73 4.05
C -5.10 -0.04 2.35
C 3.17 -3.52 3.75
C 0.15 -1.71 -0.59
C -2.29 0.39 4.57
C 4.51 -2.83 0.37
C -4.00 0.79 3.01
C -0.76 7.42 1.94
C -4.90 5.28 1.04
C -5.81 3.36 -0.12
C -1.68 0.90 -3.17
C -2.95 -4.38 -3.48
C -4.09 -3.98 -0.97
C -1.99 2.21 -2.83
C 0.36 -3.98 -3.65
C 2.10 -8.52 -3.47
C -1.78 -6.26 -0.17
C -4.60 -0.36 0.07
C 0.64 0.30 0.60
C 1.39 1.13 4.84
C 2.14 4.99 2.88
C 1.88 -5.65 -4.37
C -5.67 4.09 1.04
C -2.46 -3.37 -2.62
C -1.71 7.45 -3.37
C -0.87 -4.06 2.01
C 4.24 4.00 -0.04
C 3.82 1.32 -0.60
C -5.13 3.79 -1.27
C -4.36 4.95 -1.27
C -0.11 6.59 -0.14
C 0.13 4.75 4.78
C -1.07 3.23 -3.05
C -3.06 -3.15 -1.40
C -0.39 0.60 -3.66
C 0.53 1.60 -3.82
C 2.94 2.27 -1.07
C 3.14 3.62 -0.82
H -1.27 6.83 -4.15
H 7.58 -5.01 -0.84
H 2.17 -4.52 -1.14
H -2.83 6.82 -0.78
H 1.07 -8.29 -3.78
H 0.39 -0.32 1.47
H -0.61 4.65 5.57
H -1.19 4.27 -2.75
H 4.40 0.09 1.66
H 1.21 6.09 5.98
H 2.15 -3.87 0.49
H -0.18 -3.63 -2.77
H 2.64 -8.64 -4.41
H -1.65 -7.42 -2.66
H -2.76 7.48 -3.65
H 0.59 -2.38 -1.34
H 0.52 6.35 -2.20
H 3.78 -2.05 0.61
H -5.05 -1.36 -0.05
H -2.65 -5.85 -0.72
H 2.98 -3.48 2.68
H 6.15 1.13 1.51
H -0.06 -6.99 -2.08
H -2.74 -2.43 -0.66
H 0.30 7.89 -1.61
H -6.01 -0.18 2.93
H -2.22 -0.97 -3.10
H 4.13 0.76 3.33
H -1.07 -2.88 -3.99
H -0.99 2.65 2.63
H -5.83 -5.65 -0.49
H 5.96 3.37 1.05
H -2.90 2.37 0.65
H 3.59 -5.64 -3.06
H 3.58 0.27 -0.71
H 1.44 -6.31 -5.12
H 4.23 -3.69 3.96
H 6.45 -1.84 0.62
H 1.13 3.48 1.82
H 1.09 -3.17 -3.79
H -1.98 1.40 4.85
H -1.76 3.30 -0.42
H -0.11 1.79 -0.72
H -1.93 -0.28 5.35
H -6.15 1.47 0.18
H -4.36 1.79 3.27
H 0.20 -5.68 -0.62
H 4.28 5.06 0.16
H -0.17 -3.88 2.83
H 1.46 1.59 3.85
H -6.26 3.88 1.92
H -3.90 5.38 -2.15
H -1.31 8.46 -3.34
H 1.79 3.72 -4.39
H 2.25 -4.73 -4.81
H -0.32 -3.93 -4.50
H 0.22 7.30 2.41
H -1.60 0.17 3.74
H 0.34 0.84 4.86
H 3.14 -5.32 -0.03
H 3.81 -6.62 -4.36
H 7.75 -3.79 0.52
H -4.71 0.10 -0.91
H 6.35 -4.82 0.32
H 0.93 6.44 0.14
H 3.03 7.12 5.07
H 5.61 -1.44 -0.84
H -0.57 -8.64 -2.02
H 1.69 1.78 5.65
H -4.90 5.83 1.97
H -2.25 3.83 1.21
H -2.50 -4.54 -4.45
H -1.72 -4.62 2.41
H -5.21 3.30 -2.23
H 1.62 4.35 -1.84
H -4.53 -5.86 -3.70
H 1.49 1.31 -4.22
H -0.65 5.65 0.07
H 2.09 -9.42 -2.87
H -3.15 0.92 2.34
H -2.95 2.42 -2.38
H -3.56 -0.64 0.28
H -1.31 0.62 -0.33
H -0.83 -1.39 -0.93
H -2.21 -6.40 0.83
H 2.03 1.92 -1.56
H -1.28 8.24 2.43
H -1.17 -3.12 1.56
H -0.85 -4.28 -0.60
H 4.78 -0.82 3.14
H 3.04 5.04 2.28
H -4.60 -3.85 -0.02
H 2.67 -4.44 4.08
H -0.17 -0.42 -3.92
H -1.26 6.46 2.05
H -4.63 -1.03 2.31
H 4.66 -3.40 1.29
H 0.21 -2.29 0.33
H 1.51 0.92 0.80
*
```

---

[3]
The following is a DFT calculation (wB97M-V/def2-TZVPD) of C6H10S2 in the gas phase.

## Properties
Relative energy (zero: lowest compared OMol25 entry of this formula, charge and spin) in kcal/mol: 23.30
SMILES: C=C[C@]1(S)C[C@@H](S)C1
Electronic energy in a.u.: -1030.94086
LUMO in eV: 0.81

```
! RIJCOSX wB97M-V def2-TZVPD def2/J DEFGRID3
* xyz 0 1
S -3.18 -0.64 0.01
S 1.68 -2.00 -0.13
C 1.60 1.77 -0.12
C 1.42 0.63 0.53
C -0.46 -0.25 -0.98
C -1.48 -0.02 0.15
C 0.61 -0.55 0.09
C -0.57 -0.83 1.09
H -0.85 -1.91 1.04
H -1.51 1.02 0.45
H 2.57 -1.43 -0.90
H 1.13 1.95 -1.05
H 2.22 2.57 0.26
H -0.44 -0.50 2.13
H -0.30 0.55 -1.72
H -3.66 0.33 -0.81
H 1.94 0.49 1.48
H -0.71 -1.18 -1.53
*
```

---

[4]
The following is a DFT calculation (wB97M-V/def2-TZVPD) of 7 unconnected molecules or ions with the total composition C21H53BN8O6.

## Properties
SMILES: CNC(C)=O.CNC(C)=O.CNC(C)=O.CNC(C)=O.CNC(C)=O.CNC(C)=O.CCCNBN
Electronic energy in a.u.: -1746.45025
LUMO in eV: 0.50

```
! RIJCOSX wB97M-V def2-TZVPD def2/J DEFGRID3
* xyz 0 1
O -4.96 -3.87 1.07
O 6.58 7.96 -1.11
O -5.11 3.27 -3.27
O 2.07 3.91 1.67
O 6.20 -2.34 -1.81
O 1.75 -3.80 1.54
N 5.12 6.67 0.02
N -4.35 -5.84 0.19
N -5.51 2.03 -1.44
N 7.15 -3.73 -3.30
N 3.65 -2.61 1.64
N -6.24 -1.33 2.16
N -3.85 -0.76 1.89
N 0.20 4.11 0.44
C -5.64 3.16 -2.18
C 6.37 6.97 -0.43
C 0.85 3.97 1.63
C 4.70 5.54 0.82
C 7.23 -4.52 -4.51
C -0.87 -1.81 2.72
C -6.05 1.74 -0.13
C -4.37 -6.91 -0.78
C -5.09 -4.70 0.18
C -1.22 4.18 0.20
C 0.00 3.89 2.87
C 2.54 -2.89 -0.53
C 4.87 -2.92 -3.71
C 6.12 -2.97 -2.86
C -6.06 -4.48 -0.96
C -2.64 -0.03 2.25
C 7.49 6.02 -0.06
C -6.45 4.30 -1.58
C -1.38 -0.74 1.76
C 2.60 -3.14 0.96
C 4.73 -1.80 1.11
B -5.14 -0.46 2.39
H -4.97 1.31 -1.89
H -5.96 -2.27 1.89
H 1.65 -3.39 -0.91
H -5.33 0.61 2.92
H -5.54 -4.46 -1.92
H 4.61 -1.66 0.04
H -7.48 3.99 -1.40
H -1.50 5.12 -0.28
H 5.09 -2.53 -4.71
H 0.67 3.77 3.73
H -2.57 0.10 3.34
H -6.81 -5.27 -1.00
H -0.60 0.00 1.56
H 3.42 -3.27 -1.03
H 5.69 -2.29 1.26
H -1.56 3.35 -0.44
H 3.64 -2.82 2.62
H -1.61 -1.21 0.79
H -6.55 -3.53 -0.79
H -3.73 -5.91 0.97
H 7.30 5.01 -0.44
H -5.09 -6.70 -1.56
H -1.76 4.11 1.14
H 7.60 5.95 1.02
H -2.69 0.97 1.81
H 0.82 4.15 -0.36
H -6.96 -1.38 2.87
H 4.26 5.86 1.76
H 2.47 -1.82 -0.74
H -1.69 -2.41 3.12
H -3.68 -1.76 1.80
H 4.16 -2.26 -3.22
H 7.95 -3.71 -2.69
H -6.02 4.64 -0.64
H -6.72 0.88 -0.15
H 4.43 7.34 -0.27
H -3.39 -7.04 -1.24
H 7.39 -5.58 -4.28
H -6.44 5.11 -2.30
H -0.16 -2.48 2.24
H -0.68 3.03 2.83
H -6.61 2.60 0.24
H 3.95 4.93 0.31
H 4.43 -3.91 -3.83
H 8.40 6.41 -0.49
H -4.66 -7.86 -0.31
H 8.04 -4.19 -5.15
H -5.25 1.52 0.58
H 6.30 -4.44 -5.06
H 5.55 4.91 1.05
H 4.75 -0.82 1.59
H -0.60 4.79 3.01
H -0.35 -1.35 3.58
*
```

---

[5]
The following is a DFT calculation (wB97M-V/def2-TZVPD) of C6H16N2O2S2 in the gas phase.

## Properties
Relative energy (zero: lowest compared OMol25 entry of this formula, charge and spin) in kcal/mol: 0.00
SMILES: CNCCSS(=O)(=O)CCNC
Electronic energy in a.u.: -1294.54001
LUMO in eV: 0.57

```
! RIJCOSX wB97M-V def2-TZVPD def2/J DEFGRID3
* xyz 0 1
S -0.43 -0.63 0.61
S 0.81 -1.56 -0.77
O -1.02 -1.70 1.41
O 0.30 0.47 1.25
N -3.84 1.45 -0.20
N 4.12 0.80 -0.36
C -1.73 0.09 -0.38
C 3.74 2.05 0.26
C 2.03 -0.24 -1.06
C 3.19 -0.29 -0.07
C -2.76 0.83 0.51
C -4.72 0.53 -0.90
H -1.25 0.75 -1.09
H 1.53 0.74 -1.04
H 5.05 0.54 -0.08
H 2.80 -0.24 0.95
H 4.53 2.80 0.05
H 2.82 2.43 -0.19
H -4.25 -0.04 -1.74
H 2.39 -0.40 -2.08
H -5.13 -0.19 -0.19
H -3.14 0.11 1.25
H -2.21 -0.73 -0.93
H 3.72 -1.23 -0.20
H 3.61 1.99 1.35
H -3.48 2.18 -0.82
H -2.21 1.58 1.09
H -5.54 1.05 -1.32
*
```